# 1
C20H49FeGeNO3Se2Si3 | the ωB97M-V functional and the def2-TZVPD basis

Geometry as XYZ:
```
80
Properties=species:S:1:pos:R:3:nbo_charge:R:1
Se -0.0880 -2.6021 -0.2058 -0.17
Se -0.6241 0.0242 2.0806 -0.11
Ge -1.6035 1.2752 -1.0822 -0.26
Fe 0.0553 -0.2484 -0.1225 1.07
Si -2.9625 0.3304 -2.7952 1.36
Si -0.4642 2.9879 -2.2981 1.36
Si -2.9969 2.5334 0.4436 1.36
O -2.9793 -1.3803 0.3931 -0.73
O -1.5952 -4.1114 4.1732 -0.72
O 0.8227 -0.1749 -1.7909 -0.85
N 1.9006 0.8007 0.6975 -0.44
C -3.9592 1.4967 1.6541 -1.12
C -0.0200 2.5894 -4.0608 -1.13
C -1.5494 4.5103 -2.4229 -1.13
C 2.7714 -1.6688 -1.7029 -0.63
C -3.6111 1.7844 -3.7690 -1.13
C -0.7923 -3.3218 1.4757 -0.58
C 1.8174 -0.8549 -3.8424 -0.61
C -2.0107 -2.6955 2.1592 -0.14
C 2.0889 -0.4905 -2.3897 0.24
C -1.8717 3.6849 1.3911 -1.13
C -2.5485 -3.7023 3.1944 -0.05
C 1.0732 3.5338 -1.3867 -1.14
C 2.5254 1.5009 1.3493 0.43
C -1.6321 -1.4312 2.9201 -0.54
C -3.1888 -2.4815 1.2454 -0.05
C -1.9945 -0.7676 -3.9278 -1.13
C -4.4818 -0.6324 -2.2934 -1.14
C 3.0212 0.7192 -2.3058 -0.62
C -4.2915 3.5604 -0.4216 -1.13
C 3.2997 2.4171 2.1923 -0.72
H -1.4708 4.4660 0.7334 0.23
H -0.9134 2.3498 -4.6500 0.23
H -1.0805 5.1945 -3.1421 0.24
H -4.2522 1.4096 -4.5756 0.24
H 2.1869 -2.5835 -1.7979 0.22
H -5.0859 -0.1279 -1.5252 0.23
H -3.3075 0.8039 2.1862 0.25
H -1.4671 -1.5367 -3.3534 0.26
H 0.7984 4.1471 -0.5211 0.23
H 3.7995 1.8592 2.9807 0.26
H 3.9003 0.5681 -2.9400 0.21
H 2.5175 1.6307 -2.6242 0.21
H 3.7499 -1.8352 -2.1662 0.21
H -4.0630 -2.2940 1.8868 0.16
H 1.7151 4.1322 -2.0451 0.23
H -4.7409 0.9162 1.1495 0.23
H -1.0168 -4.3644 1.2370 0.21
H -2.3995 4.1738 2.2191 0.24
H -4.2273 -1.6436 -1.9643 0.24
H 0.0470 -3.3012 2.1671 0.21
H -3.3639 -3.2432 3.7548 0.18
H -3.7777 -1.2394 -0.1106 0.48
H -3.8812 4.2723 -1.1392 0.24
H -4.8471 4.1206 0.3403 0.24
H 0.4387 3.4885 -4.4909 0.23
H -2.5227 -0.9721 3.3536 0.22
H -2.9550 -4.5691 2.6611 0.17
H -1.0342 3.1225 1.8071 0.24
H -0.8844 -4.5835 3.7290 0.47
H 1.2856 -0.0514 -4.3578 0.20
H -2.6735 -1.2565 -4.6363 0.23
H 1.1954 -1.7536 -3.8863 0.22
H 0.6781 1.7593 -4.1672 0.24
H -5.1168 -0.7297 -3.1821 0.24
H 2.6279 3.1456 2.6407 0.27
H 4.0410 2.9353 1.5890 0.26
H -4.2012 2.4697 -3.1500 0.24
H -2.7969 2.3610 -4.2218 0.23
H 2.7554 -1.0522 -4.3718 0.20
H -3.3701 -3.4091 0.6833 0.17
H -0.9640 -1.7092 3.7288 0.24
H -5.0066 2.9196 -0.9513 0.23
H -2.5631 4.2930 -2.7736 0.24
H -1.2465 -0.2021 -4.4921 0.24
H 2.9193 -1.4722 -0.6379 0.21
H -1.6257 5.0307 -1.4606 0.23
H 3.3653 0.8631 -1.2796 0.20
H 1.6520 2.6777 -1.0327 0.24
H -4.4479 2.1597 2.3820 0.23
```

Properties
net charge	0
2S+1	5
energy relative to the best compared isomer or geometry (same formula, charge and spin)	12.3	kcal/mol
expectation value of S²	6.213

# 2
C12H23F7GaN | the ωB97M-V functional and the def2-TZVPD basis

Geometry as XYZ:
```
44
Properties=species:S:1:pos:R:3:nbo_charge:R:1
Ga -0.5077 -1.7253 -4.3722 0.49
F -3.1059 -4.3244 -1.9491 -0.32
F -1.6228 -1.2657 -1.4654 -0.33
F -0.4777 -3.7325 -2.1750 -0.39
F -1.5145 -4.3664 -4.0093 -0.36
F -3.6158 -2.6978 -3.3074 -0.31
F -2.3013 -2.7970 -0.1005 -0.32
F -3.7390 -1.4994 -1.0451 -0.31
N 0.4473 1.4931 1.3036 -0.21
C 0.5516 2.0878 -0.0960 -0.19
C 0.6429 2.6386 2.2670 -0.21
C -2.6702 -3.1440 -2.4576 0.54
C 0.3014 1.1455 -1.2546 -0.45
C -0.9148 0.9059 1.4842 -0.43
C 1.6747 0.0192 2.9624 -0.43
C 1.4991 0.4301 1.5094 -0.22
C 0.7930 2.2124 3.7147 -0.42
C -2.5954 -2.1653 -1.2441 0.92
C 1.3812 0.1259 -1.6226 -0.63
C 1.9367 1.2177 3.8637 -0.40
C -1.3218 -3.2785 -3.1906 0.33
H -0.2118 3.2995 2.1266 0.23
H -1.6548 1.6755 1.2766 0.23
H 1.0355 -2.1171 -4.4822 -0.29
H 2.5057 -0.6860 2.9931 0.25
H 2.8782 1.6960 3.5755 0.20
H 2.3855 0.5517 -1.5360 0.19
H -1.0247 0.5508 2.5034 0.22
H 1.1947 -0.4193 0.9074 0.25
H -0.1370 1.7787 4.0893 0.21
H 0.7958 -0.5291 3.3102 0.21
H 1.2257 -0.1848 -2.6543 0.29
H -1.0419 0.0744 0.7974 0.26
H -0.1966 2.8823 -0.1047 0.21
H 0.9708 3.1127 4.3041 0.24
H 2.0428 0.9045 4.9016 0.23
H 1.5383 2.5497 -0.1578 0.21
H 1.3367 -0.7870 -1.0300 0.20
H 0.1588 1.7950 -2.1218 0.25
H -0.6560 0.6453 -1.1292 0.24
H -0.6774 -0.2873 -3.6585 -0.35
H 1.5403 3.1612 1.9335 0.22
H -1.2755 -1.7791 -5.7593 -0.28
H 2.4258 0.8328 1.0995 0.22
```

Properties
net charge	0
2S+1	1
calculated total energy	-3149.5260	Eh

# 3
C43H36Cl2N5OP2STi | the ωB97M-V functional and the def2-TZVPD basis

Geometry as XYZ:
```
91
Properties=species:S:1:pos:R:3:mulliken_spin:R:1
Ti -0.5495 1.1835 0.2393 0.96
Cl -2.4410 4.4977 -2.7718 0.00
Cl -6.7074 1.2899 -3.1526 0.00
S 1.6764 2.2516 0.7205 0.00
P 0.9211 -0.0658 -1.6876 0.03
P 0.3604 -1.4269 0.6117 0.01
O -1.4038 2.4025 -0.8441 -0.01
N -1.1139 1.9661 2.2079 -0.01
N 0.9719 1.6309 3.3040 0.00
N -2.7169 0.3273 0.0952 -0.06
N 1.2128 -1.5188 -0.8686 0.00
N 3.1610 1.8555 3.0328 0.00
C 3.8155 -1.5215 2.7068 0.00
C -3.3395 -0.6793 0.6095 0.04
C -4.4526 2.7036 -2.8964 0.00
C -2.6953 2.2723 -1.2847 -0.02
C 3.4273 -1.9013 3.9796 0.00
C 1.4792 -1.8014 1.9186 0.00
C -1.5023 -2.7683 -0.7836 0.03
C -2.8832 -4.6398 -0.0874 0.00
C -1.1478 -3.8582 1.3476 0.00
C 1.9763 1.9031 2.4061 0.00
C 0.0824 -0.4695 -3.2579 -0.03
C -0.6219 3.2715 4.1539 -0.01
C 2.4776 0.6848 -2.1502 0.00
C 2.8872 -1.5592 1.6877 0.00
C -4.6448 0.7076 -1.4623 0.01
C -0.8384 -2.8251 0.4701 -0.02
C 1.7383 -2.7666 -1.3970 0.00
C -4.5932 -1.1256 0.0641 0.00
C -1.7836 3.9311 4.0188 0.01
C 2.4090 2.1037 -2.3399 0.01
C 1.0898 -2.0969 3.2425 0.00
C -0.0004 -1.8694 -5.1653 0.00
C 2.0494 -2.1129 4.2378 0.00
C -5.1574 1.6085 -2.4426 0.00
C 4.7583 2.1781 -2.8393 0.00
C 2.8938 1.6710 4.3681 0.00
C 3.6279 0.0216 -2.3919 0.00
C -0.2906 2.3037 3.2092 0.01
C 1.5948 1.4744 4.5471 0.00
C 4.8275 0.8145 -2.7236 0.00
C -3.2123 3.0421 -2.2564 -0.01
C -3.3549 1.0624 -0.9079 0.04
C -1.9922 -0.6067 -4.5066 0.01
C 3.5185 2.7749 -2.6954 0.00
C -1.3107 -1.4557 -5.4058 0.00
C -2.6495 3.6879 2.9146 -0.01
C 4.5342 2.1289 2.5538 0.00
C -2.1922 -4.7345 1.1012 0.00
C -2.2809 2.6543 2.0617 0.02
C -5.1900 -0.5227 -0.9948 0.00
C 0.7423 -1.3427 -4.1218 0.00
C -1.2593 -0.1442 -3.4285 0.00
C -2.5680 -3.6409 -1.0094 0.00
H -1.3261 -2.0508 -1.5415 -0.02
H 3.6381 3.8871 -2.7754 0.00
H -1.6951 0.5701 -2.7158 0.01
H 4.5539 1.9554 1.4688 0.00
H 3.7702 -1.0447 -2.2374 0.00
H 1.1132 1.2518 5.5259 0.00
H 0.0371 -2.2361 3.4691 0.00
H -2.9850 -3.5812 -1.9959 0.00
H -3.6566 -5.3695 -0.3716 0.00
H 4.1555 -1.9622 4.7632 0.00
H 5.6735 2.7352 -3.1068 0.00
H 3.7075 1.6028 5.1061 0.00
H 1.6357 -3.5953 -0.6616 0.00
H -0.5431 -4.0026 2.2613 0.00
H 0.0528 3.4925 4.9839 0.00
H -2.1140 4.6927 4.7161 0.00
H -2.3825 -5.6361 1.7320 0.00
H -3.5833 4.2125 2.8026 0.00
H -4.9409 3.3192 -3.6149 0.00
H -2.8203 -1.1977 1.3351 0.00
H -4.9415 -2.0641 0.6056 0.00
H 4.8259 3.1690 2.7044 0.00
H -1.8313 -1.7672 -6.3006 0.00
H -2.8626 2.3625 1.2628 0.01
H 1.1503 -3.0349 -2.2851 0.00
H 1.4737 2.6169 -2.2506 0.00
H 5.2250 1.5883 3.1397 0.00
H 1.7731 -1.6564 -3.9597 0.00
H -6.1527 -0.8818 -1.3489 0.00
H 3.2899 -1.3569 0.7375 0.00
H 0.3900 -2.5607 -5.9283 0.00
H 1.7847 -2.3211 5.2644 0.00
H 5.6878 0.2099 -2.9469 0.00
H -3.0923 -0.4195 -4.6881 0.00
H 4.8694 -1.2492 2.5125 0.00
H 2.7805 -2.6291 -1.5991 0.00
```

Properties
net charge	+2
2S+1	2
calculated total energy	-4859.5980	Eh
expectation value of S²	0.754

# 4
C16H24BiClN2O8P2 | the ωB97M-V functional and the def2-TZVPD basis

Geometry as XYZ:
```
54
Properties=species:S:1:pos:R:3:nbo_charge:R:1
Bi -0.1135 0.9461 0.1476 1.70
Cl -0.4572 4.2025 -0.9533 -0.07
P 0.1088 2.0747 2.5307 0.79
P -0.7329 0.8242 -2.6326 0.77
O -2.8377 3.4354 -0.7035 -0.51
O 1.5678 -0.4984 0.3553 -0.79
O 0.5776 -6.0358 3.1566 -0.34
O 2.9079 -3.7446 -3.1103 -0.37
O -3.0653 -1.3221 1.2001 -0.37
O 1.8155 -7.3469 1.8864 -0.32
O 3.2577 -5.8225 -2.5716 -0.31
O -0.1935 -1.2690 1.5374 -0.69
N 1.2231 -6.2518 2.1007 0.48
N 2.8440 -4.6830 -2.2846 0.48
C 1.7491 1.6734 3.2196 -0.94
C -2.4119 -0.5028 0.7199 0.52
C 1.3519 -5.2136 1.1108 0.03
C -1.0796 2.3214 -3.6421 -0.92
C -2.1650 4.4549 -0.6762 0.57
C -2.3851 5.9197 -0.4330 -0.73
C 1.9358 -3.1114 -0.6629 -0.12
C 1.2362 -2.8728 0.5253 -0.14
C 0.8308 -1.4729 0.8359 0.77
C -2.2048 -0.1917 -3.0474 -0.92
C 0.8741 -3.9166 1.3909 -0.10
C -1.0057 1.2347 3.7095 -0.94
C -0.1462 3.8536 2.8810 -0.93
C 2.0868 -5.4735 -0.0573 -0.08
C 0.6302 0.0098 -3.5481 -0.93
C 2.3077 -4.4390 -0.9965 0.02
H -2.0458 1.5450 3.5315 0.26
H -0.2925 3.0728 -3.4714 0.25
H -2.0511 2.7458 -3.3491 0.26
H 0.2358 -3.7346 2.2429 0.27
H -1.7862 6.1736 0.4681 0.27
H 0.4789 4.4630 2.2256 0.26
H 2.5321 1.9700 2.5012 0.26
H -2.0636 -1.2005 -2.6277 0.25
H 2.1547 -2.3009 -1.3856 0.26
H 0.0967 4.0909 3.9238 0.28
H -1.9216 6.3550 -1.3170 0.27
H 1.5603 0.6049 -3.4094 0.26
H -2.2866 -0.2367 -4.1452 0.27
H -3.4175 6.3117 -0.3706 0.28
H 0.3666 -0.0234 -4.6090 0.27
H -1.1903 4.1383 2.6961 0.26
H 2.4122 -6.4955 -0.2652 0.31
H -1.1006 2.0230 -4.7015 0.26
H -0.7366 1.4851 4.7472 0.28
H -0.9295 0.1535 3.5605 0.27
H 1.9366 2.1935 4.1658 0.28
H 0.7915 -1.0088 -3.1530 0.25
H -3.0905 0.2970 -2.6185 0.26
H 1.8406 0.5951 3.3723 0.27
```

Properties
net charge	+2
2S+1	1
energy relative to the best compared isomer or geometry (same formula, charge and spin)	2.0	kcal/mol